# 1
{
  "formula": "C26H21ClN3O2Tl",
  "method": "wB97M-V/def2-TZVPD",
  "symbols": ["Tl", "O", "C", "C", "C", "C", "C", "C", "C", "N", "N", "C", "O", "C", "C", "C", "C", "C", "C", "H", "H", "H", "H", "H", "H", "H", "H", "H", "H", "C", "C", "C", "N", "C", "C", "H", "H", "H", "H", "H", "Cl", "C", "C", "C", "C", "C", "C", "C", "H", "H", "H", "H", "H", "H"],
  "positions_angstrom": [[-0.7382, 0.2752, -0.3621], [-2.0562, -1.5486, 0.7189], [-2.2781, -1.9404, 1.9087], [-3.5176, -2.5787, 2.2389], [-3.8082, -3.0338, 3.5006], [-2.8875, -2.9039, 4.5457], [-1.6781, -2.2968, 4.2631], [-1.3464, -1.8047, 2.9957], [-0.0239, -1.2158, 2.8743], [0.4697, -0.5870, 1.8742], [1.7842, -0.1773, 2.1000], [2.3747, 0.2493, 1.0060], [1.9316, 0.3269, -0.1728], [3.8087, 0.6969, 1.2326], [4.5295, 1.2031, 0.1550], [5.8438, 1.6197, 0.3125], [6.4576, 1.5354, 1.5539], [5.7433, 1.0332, 2.6361], [4.4313, 0.6184, 2.4768], [-4.2317, -2.6803, 1.4296], [-4.7708, -3.5032, 3.6870], [-3.1118, -3.2658, 5.5418], [-0.9399, -2.1874, 5.0533], [0.6215, -1.3355, 3.7521], [4.0241, 1.2614, -0.8008], [6.3911, 2.0131, -0.5372], [7.4850, 1.8590, 1.6796], [6.2151, 0.9653, 3.6104], [3.8583, 0.2256, 3.3049], [0.9857, 2.1997, -4.2000], [2.0074, 1.4532, -3.6370], [1.7271, 0.1673, -3.2016], [0.5243, -0.4023, -3.3078], [-0.4486, 0.3335, -3.8545], [-0.2706, 1.6321, -4.3117], [1.1574, 3.2199, -4.5230], [2.9985, 1.8657, -3.4970], [2.4827, -0.4163, -2.6910], [-1.4383, -0.1091, -3.8930], [-1.1222, 2.1755, -4.6956], [-2.9463, 4.5169, -3.6604], [-3.4830, 2.8370, -3.5987], [-3.7760, 2.2266, -4.7932], [-4.1692, 0.8898, -4.8488], [-4.2573, 0.2058, -3.6220], [-3.9863, 0.8145, -2.4280], [-3.6039, 2.2077, -2.3103], [-3.3810, 2.8109, -1.1001], [-3.6775, 2.8075, -5.7051], [-4.3881, 0.4079, -5.7926], [-4.5332, -0.8453, -3.6158], [-4.0480, 0.2412, -1.5086], [-3.5131, 2.2479, -0.1853], [-3.0000, 3.8196, -1.0346]],
  "homo_energy_ev": -0.1890,
  "charge": -2,
  "total_energy_ev": -53084.3019,
  "relative_energy_kcal_mol": 4.8
}

=====

# 2
{
  "formula": "C26H21N4O4PPtS2",
  "method": "wB97M-V/def2-TZVPD",
  "symbols": ["Pt", "N", "C", "C", "N", "C", "C", "N", "C", "C", "N", "H", "H", "H", "H", "H", "H", "O", "C", "O", "C", "C", "C", "C", "O", "C", "O", "C", "C", "H", "H", "H", "H", "H", "S", "P", "S", "C", "C", "C", "C", "C", "C", "C", "C", "C", "C", "C", "C", "H", "H", "H", "H", "H", "H", "H", "H", "H", "H"],
  "positions_angstrom": [[-0.6107, 0.2630, 0.3388], [-0.7616, -1.1505, -3.6181], [-1.9961, -1.3744, -3.3138], [-2.1903, -0.9902, -1.9346], [-1.0668, -0.5625, -1.4481], [-0.0280, -0.7251, -2.4406], [1.4389, 0.9287, -1.7685], [1.1865, 0.9123, -0.4857], [2.2883, 1.5033, 0.1226], [3.1662, 1.8780, -0.8352], [2.6086, 1.5000, -2.0436], [-0.3195, -1.3161, -4.5177], [-2.7175, -1.7788, -4.0113], [-3.1126, -1.0173, -1.3726], [2.3542, 1.6147, 1.1897], [4.1204, 2.3693, -0.7770], [3.0264, 1.5770, -2.9580], [2.1379, -1.6204, -2.6189], [1.0820, -1.9128, -2.1426], [0.6169, 0.4610, -2.7424], [0.6886, -3.1914, -1.5702], [1.4347, -4.2821, -2.0373], [1.1875, -5.5785, -1.6050], [0.1870, -5.7343, -0.6726], [-0.2220, -6.8644, -0.0871], [-1.2497, -6.5081, 0.8518], [-1.4370, -5.0895, 0.7422], [-0.5480, -4.6522, -0.1814], [-0.3332, -3.3734, -0.6026], [2.2179, -4.1030, -2.7611], [1.7567, -6.4208, -1.9701], [-0.9161, -6.7578, 1.8575], [-2.1715, -7.0214, 0.5856], [-0.8594, -2.5612, -0.1259], [-0.1661, 1.2255, 2.3743], [-2.0667, 0.7334, 2.9618], [-2.5876, -0.4167, 1.3416], [-3.1022, 2.1737, 3.1560], [-2.6326, 3.4697, 2.9884], [-3.4973, 4.5372, 3.1946], [-4.8145, 4.3049, 3.5531], [-5.2843, 3.0042, 3.7179], [-4.4301, 1.9361, 3.5279], [-2.1342, -0.1867, 4.4868], [-1.8063, 0.5026, 5.6577], [-1.8606, -0.1548, 6.8718], [-2.2602, -1.4863, 6.9211], [-2.5949, -2.1649, 5.7598], [-2.5260, -1.5203, 4.5324], [-1.6047, 3.6460, 2.6995], [-3.1367, 5.5495, 3.0746], [-5.4843, 5.1393, 3.7121], [-6.3126, 2.8302, 4.0035], [-4.7908, 0.9243, 3.6772], [-1.5203, 1.5481, 5.6220], [-1.6032, 0.3701, 7.7814], [-2.3133, -1.9942, 7.8748], [-2.9098, -3.1983, 5.8078], [-2.7712, -2.0521, 3.6226]],
  "homo_energy_ev": [-13.6134, -13.6134],
  "charge": 2,
  "total_energy_ev": -75646.1472,
  "relative_energy_kcal_mol": 33.9
}